Entry 1:
# C4H8O

A molecular structure, C4H8O in a non-equilibrium geometry (ωB97M-V/def2-TZVPD, the Open Molecules 2025 dataset).

Element x y z (Å)
O  1.438  -0.724  1.098
C  1.489  0.378  0.329
C  -0.038  0.649  -0.621
C  -1.259  0.429  0.248
C  -0.793  -0.564  -0.778
H  0.596  -1.548  0.541
H  2.243  0.351  -0.478
H  1.448  1.339  0.865
H  0.185  1.437  -1.349
H  -1.008  0.158  1.278
H  -2.207  0.965  0.152
H  -0.188  -1.662  -0.116
H  -1.260  -1.085  -1.606

Cartesian forces (eV/Å) of the 6 atoms listed first:
O -1.87 -1.88 -1.11
C -2.31 0.53 -1.79
C 2.01 -0.51 1.38
C 0.17 -0.08 -0.04
C 1.12 -2.28 1.40
H 2.56 2.69 1.56

Computed properties:
Spin multiplicity: 1
E_HOMO: -0.3535 Eh
Net charge: 0
Energy: -6320.6092 eV
Gap between HOMO and LUMO: 10.26 eV
Energy relative to the best compared isomer or geometry (same formula, charge and spin): 105.1 kcal/mol
E_LUMO: 0.64 eV


Entry 2:
# C29H37Cl72FNO6P2

25 unconnected molecules or ions with the total composition C29H37Cl72FNO6P2 in a non-equilibrium geometry (ωB97M-V/def2-TZVPD, the Open Molecules 2025 dataset).

Element x y z (Å)
C  4.039  3.436  -3.892
C  2.674  2.933  -4.404
C  2.610  1.482  -3.988
F  2.660  1.376  -2.625
N  1.379  0.686  -4.445
O  0.645  1.510  -5.332
C  0.442  0.356  -3.310
C  -0.936  -0.058  -3.833
O  -1.201  -1.204  -4.056
O  -1.797  0.959  -3.996
P  1.921  -0.790  -5.435
P  3.521  -1.688  -4.229
O  4.761  -1.232  -4.868
O  3.444  -1.196  -2.714
O  3.276  -3.235  -4.277
H  4.003  3.801  -2.877
H  4.761  2.616  -3.889
H  4.442  4.177  -4.576
H  2.720  3.029  -5.478
H  1.847  3.500  -3.982
H  3.505  0.988  -4.380
H  0.387  0.979  -6.108
H  0.855  -0.463  -2.728
H  0.304  1.231  -2.680
H  -2.566  0.806  -3.397
H  0.849  -1.707  -5.326
H  4.028  -0.427  -2.596
H  4.001  -3.712  -3.818
C  -4.905  -1.269  -2.773
Cl  -6.591  -1.455  -2.327
Cl  -4.317  0.342  -2.283
Cl  -3.912  -2.529  -2.050
H  -4.817  -1.338  -3.850
C  5.901  2.563  -0.627
Cl  7.045  2.515  0.698
Cl  5.757  4.197  -1.283
Cl  6.381  1.398  -1.886
H  4.932  2.262  -0.247
C  -9.621  -3.867  -0.575
Cl  -8.611  -3.803  0.864
Cl  -9.659  -2.296  -1.390
Cl  -9.076  -5.128  -1.681
H  -10.631  -4.101  -0.265
C  3.774  1.874  -9.120
Cl  3.074  2.756  -10.465
Cl  5.225  2.647  -8.497
Cl  2.603  1.733  -7.785
H  4.028  0.876  -9.455
C  8.439  1.101  4.373
Cl  9.363  2.330  3.501
Cl  9.460  0.230  5.514
Cl  7.050  1.823  5.183
H  8.066  0.392  3.647
C  -6.725  3.283  -4.507
Cl  -5.466  4.030  -3.524
Cl  -6.231  3.211  -6.199
Cl  -7.122  1.675  -3.898
H  -7.611  3.900  -4.443
C  -8.209  -3.997  5.154
Cl  -9.066  -2.503  5.531
Cl  -9.329  -5.354  5.064
Cl  -7.327  -3.835  3.633
H  -7.496  -4.187  5.945
C  -7.125  7.420  -5.874
Cl  -7.635  9.094  -6.064
Cl  -5.622  7.320  -4.957
Cl  -8.407  6.473  -5.108
H  -6.946  7.008  -6.859
C  2.906  2.699  6.911
Cl  4.634  2.916  6.620
Cl  1.961  3.566  5.698
Cl  2.480  0.990  6.930
H  2.672  3.114  7.882
C  3.511  -4.987  -0.537
Cl  4.688  -4.203  -1.614
Cl  4.339  -5.947  0.674
Cl  2.470  -3.774  0.208
H  2.893  -5.640  -1.138
C  4.804  -8.315  4.017
Cl  5.983  -7.539  2.953
Cl  5.610  -9.288  5.240
Cl  3.749  -7.110  4.757
H  4.191  -8.970  3.412
C  -13.086  -6.178  4.859
Cl  -13.882  -4.629  5.138
Cl  -14.250  -7.496  4.850
Cl  -12.161  -6.135  3.356
H  -12.394  -6.350  5.673
C  7.505  6.013  -7.076
Cl  8.789  5.260  -8.011
Cl  6.261  6.683  -8.131
Cl  6.803  4.847  -5.945
H  7.931  6.822  -6.497
C  -13.624  -8.964  8.653
Cl  -13.122  -10.466  7.886
Cl  -12.575  -7.626  8.164
Cl  -15.311  -8.599  8.291
H  -13.529  -9.082  9.724
C  9.320  3.682  -1.968
Cl  11.030  3.293  -2.132
Cl  9.102  5.199  -1.094
Cl  8.541  3.746  -3.556
H  8.851  2.894  -1.391
C  -12.771  -2.107  1.379
Cl  -13.162  -3.721  0.773
Cl  -14.029  -1.537  2.472
Cl  -11.192  -2.086  2.164
H  -12.731  -1.435  0.531
C  4.273  -0.167  2.394
Cl  5.955  -0.593  2.091
Cl  4.109  1.297  3.355
Cl  3.405  -0.003  0.853
H  3.821  -0.982  2.945
C  -1.245  4.770  7.350
Cl  -0.314  3.595  8.278
Cl  -2.761  4.066  6.789
Cl  -1.540  6.227  8.295
H  -0.660  5.044  6.481
C  5.816  5.930  3.001
Cl  7.546  6.083  2.696
Cl  4.882  6.771  1.759
Cl  5.352  4.231  3.088
H  5.597  6.390  3.955
C  12.864  6.805  -8.623
Cl  12.585  5.174  -9.237
Cl  11.506  7.320  -7.621
Cl  14.378  6.898  -7.728
H  12.930  7.476  -9.469
C  3.369  1.934  11.378
Cl  4.645  1.401  10.285
Cl  2.024  2.633  10.464
Cl  2.805  0.611  12.391
H  3.772  2.707  12.019
C  -15.858  -13.769  7.545
Cl  -14.176  -14.310  7.563
Cl  -15.981  -12.106  8.112
Cl  -16.551  -13.938  5.932
H  -16.419  -14.402  8.219
C  10.736  2.199  -11.908
Cl  10.198  0.537  -11.664
Cl  10.123  3.252  -10.631
Cl  12.493  2.286  -11.995
H  10.333  2.547  -12.850
C  -1.654  -0.576  9.252
Cl  -2.418  0.399  7.996
Cl  -0.234  0.244  9.904
Cl  -2.801  -0.964  10.533
H  -1.327  -1.504  8.803

Cartesian forces (eV/Å) of the 6 atoms listed first:
C -0.13 -0.39 -0.20
C 0.54 -0.06 0.42
C 0.67 0.57 -0.19
F -0.19 0.04 0.05
N -0.98 -0.73 0.30
O 0.04 0.28 -0.04

Computed properties:
Spin multiplicity: 1
E_HOMO: -0.4288 Eh
Net charge: +1
Energy: -967350.0125 eV
Gap between HOMO and LUMO: 8.24 eV
E_LUMO: -3.43 eV


Entry 3:
# C25H25Cl3IN7O4Re

A molecular structure, C25H25Cl3IN7O4Re in a non-equilibrium geometry (ωB97M-V/def2-TZVPD, the Open Molecules 2025 dataset).

Element x y z (Å)
Re  -0.961  1.363  -0.064
O  0.043  -0.761  -2.524
C  -0.327  0.357  -2.460
N  -2.089  -0.032  0.297
C  -2.925  -0.875  0.842
C  -4.337  -0.815  0.498
C  -5.265  -1.508  1.196
C  -4.875  -2.332  2.319
C  -3.587  -2.481  2.665
C  -2.513  -1.842  1.908
N  -1.292  -2.104  2.227
C  -0.110  -2.117  1.555
O  0.905  -1.568  1.933
C  -0.066  -3.083  0.383
C  0.901  -4.080  0.381
C  0.943  -4.946  -0.699
C  0.032  -4.769  -1.730
C  -0.903  -3.751  -1.617
N  -0.971  -2.932  -0.573
C  -2.339  1.842  -2.125
C  -3.428  2.413  -1.623
C  -2.968  3.844  -1.061
C  -1.776  4.375  -0.687
C  -0.307  3.821  -0.620
N  -0.239  2.862  -1.561
H  -4.602  -0.161  -0.322
H  -6.313  -1.444  0.935
H  -5.647  -2.843  2.880
H  -3.282  -3.111  3.490
H  1.586  -4.166  1.213
H  1.671  -5.746  -0.736
H  0.034  -5.413  -2.598
H  -1.638  -3.588  -2.397
H  -4.436  2.040  -1.667
H  -3.795  4.535  -0.925
H  -1.871  5.381  -0.289
H  0.577  4.408  -0.415
Cl  -0.865  1.889  -2.470
C  -0.727  2.383  -4.037
Cl  -1.246  1.375  -5.329
Cl  -0.157  3.950  -4.476
C  2.474  1.834  -3.540
O  2.289  1.140  -4.448
O  2.664  2.516  -2.622
C  3.667  -1.169  1.141
N  2.856  -0.244  0.373
C  2.627  -0.567  -1.014
C  2.259  0.820  0.956
N  1.152  1.401  0.514
N  2.941  1.341  2.018
C  2.274  1.962  3.143
C  4.382  1.494  1.985
H  3.437  -2.181  0.808
H  3.411  -1.095  2.194
H  4.740  -1.001  1.007
H  2.693  -1.646  -1.153
H  3.368  -0.089  -1.663
H  1.638  -0.260  -1.295
H  1.088  2.267  1.045
H  2.245  3.055  3.060
H  2.820  1.705  4.053
H  1.262  1.582  3.233
H  4.763  1.301  0.985
H  4.887  0.830  2.694
H  4.632  2.524  2.249
I  -1.407  2.106  2.558

Cartesian forces (eV/Å) of the 6 atoms listed first:
Re 1.76 -0.12 -1.00
O 0.25 -0.26 -1.12
C -1.72 0.21 2.61
N -0.98 -0.68 0.65
C 0.60 0.49 -0.35
C 0.10 -0.05 0.20

Computed properties:
Spin multiplicity: 2
E_HOMO (spin up / spin down): -0.2599 / -0.2526 Eh
Net charge: 0
Energy: -92727.1452 eV
Gap between HOMO and LUMO (spin up / spin down): 5.38 / 5.15 eV
Energy relative to the best compared isomer or geometry (same formula, charge and spin): 598.0 kcal/mol
E_LUMO (spin up / spin down): -1.70 / -1.72 eV


Entry 4:
# C15H34N4O5

3 unconnected molecules or ions with the total composition C15H34N4O5 in a non-equilibrium geometry (ωB97M-V/def2-TZVPD, the Open Molecules 2025 dataset).

Element x y z (Å)
C  -2.282  1.449  -3.050
C  -1.005  1.117  -3.045
C  0.576  0.834  -2.981
N  1.189  0.423  -4.285
C  1.732  -0.969  -4.258
C  0.646  -2.126  -4.620
C  0.812  -3.297  -3.526
O  2.231  -3.725  -3.395
N  2.372  -4.339  -2.190
O  2.778  -3.581  -1.351
O  -0.698  -1.628  -4.822
C  -1.692  -2.269  -3.982
H  -3.421  1.561  -3.162
H  1.119  1.817  -2.664
H  0.754  0.084  -2.127
H  0.563  0.596  -5.089
H  2.630  -1.038  -4.992
H  2.170  -1.153  -3.205
H  0.994  -2.579  -5.640
H  0.481  -3.013  -2.455
H  0.249  -4.237  -3.927
H  -1.857  -3.396  -4.207
H  -2.710  -1.761  -4.246
H  -1.555  -2.058  -2.841
C  -2.782  4.228  2.564
C  -2.393  4.708  1.169
C  -2.074  3.559  0.189
O  -0.797  2.956  0.386
C  -0.757  1.982  1.416
N  -1.267  5.646  1.285
H  -1.923  3.894  3.150
H  -3.250  5.042  3.127
H  -3.502  3.406  2.510
H  -3.252  5.254  0.764
H  -2.046  3.978  -0.822
H  -2.865  2.799  0.187
H  -1.692  1.418  1.488
H  -0.524  2.457  2.372
H  0.052  1.283  1.191
H  -1.074  6.039  0.366
H  -0.433  5.093  1.491
C  1.935  -2.904  4.817
C  1.735  -1.393  4.748
C  0.575  -0.967  3.823
O  0.878  -1.036  2.431
C  0.749  -2.330  1.865
N  3.002  -0.763  4.349
H  2.425  -3.305  3.928
H  2.570  -3.162  5.671
H  0.980  -3.421  4.947
H  1.489  -1.053  5.760
H  0.356  0.087  4.023
H  -0.344  -1.522  4.048
H  -0.064  -2.902  2.322
H  1.693  -2.873  1.953
H  0.536  -2.215  0.800
H  2.893  0.249  4.399
H  3.128  -0.943  3.351

Cartesian forces (eV/Å) of the 6 atoms listed first:
C 6.32 -2.22 -0.33
C -5.86 1.79 0.12
C -1.01 1.38 0.34
N -0.24 -1.06 0.85
C 0.12 0.23 -0.14
C 2.10 -0.72 -0.47

Computed properties:
Spin multiplicity: 1
E_HOMO: -0.3272 Eh
Net charge: 0
Energy: -32294.2536 eV
Gap between HOMO and LUMO: 8.33 eV
Energy relative to the best compared isomer or geometry (same formula, charge and spin): 231.7 kcal/mol
SMILES string: C#CCNC[C@@H](CON=O)OC.COC[C@@H](C)N.COC[C@@H](C)N
E_LUMO: -0.58 eV


Entry 5:
# C15H5Cl3N3O6S

2 unconnected molecules or ions with the total composition C15H5Cl3N3O6S in a non-equilibrium geometry (ωB97M-V/def2-TZVPD, the Open Molecules 2025 dataset).

Element x y z (Å)
N  -3.345  -2.229  3.309
C  -2.387  -1.612  3.044
C  -1.184  -0.901  2.772
C  -1.197  0.429  2.409
C  -2.415  1.139  2.506
N  -3.439  1.679  2.693
C  -0.027  1.220  2.858
O  -0.150  2.334  3.357
C  1.284  0.498  2.810
Cl  2.683  1.482  2.841
C  1.337  -0.859  2.943
Cl  2.790  -1.732  3.066
C  0.076  -1.671  2.967
O  0.033  -2.894  3.073
O  -4.500  1.927  -7.837
N  -4.701  0.918  -7.113
O  -5.353  -0.102  -7.447
C  -4.103  0.916  -5.806
C  -4.164  -0.219  -4.968
C  -3.329  -0.343  -3.848
C  -2.463  0.712  -3.477
S  -1.184  0.502  -2.156
C  -1.555  1.077  -0.459
Cl  -1.097  2.649  -0.066
O  -1.035  -0.937  -2.104
O  -0.070  1.289  -2.646
C  -2.428  1.855  -4.296
C  -3.260  1.973  -5.413
H  -4.846  -1.014  -5.265
H  -3.349  -1.292  -3.315
H  -2.623  0.859  -0.244
H  -1.721  2.662  -4.114
H  -3.235  2.866  -6.031

Cartesian forces (eV/Å) of the 6 atoms listed first:
N 1.88 1.32 -0.53
C -1.96 -1.50 0.25
C 0.21 0.56 -0.25
C -0.04 -1.11 1.32
C -3.35 1.59 0.23
N 2.44 -1.27 -0.57

Computed properties:
Spin multiplicity: 1
E_HOMO: -0.1694 Eh
Net charge: -1
Energy: -80788.5614 eV
Gap between HOMO and LUMO: 4.40 eV
Energy relative to the best compared isomer or geometry (same formula, charge and spin): 0.0 kcal/mol
E_LUMO: -0.21 eV